No. 1
{"formula": "C34H39CeN5O3P2S", "method": "the ωB97M-V functional and the def2-TZVPD basis", "species": ["Ce", "C", "C", "C", "C", "C", "C", "C", "C", "C", "H", "H", "H", "H", "H", "H", "H", "H", "H", "H", "H", "H", "H", "H", "H", "P", "P", "N", "N", "N", "N", "C", "C", "C", "C", "C", "C", "C", "C", "C", "C", "C", "C", "C", "C", "C", "C", "C", "C", "H", "H", "H", "H", "H", "H", "H", "H", "H", "H", "H", "H", "H", "H", "H", "H", "H", "H", "H", "H", "O", "C", "N", "S", "O", "O", "C", "C", "C", "C", "C", "C", "H", "H", "H", "H"], "xyz": [[-0.258, -2.267, 1.340], [-0.793, 4.639, 3.154], [-1.221, 3.614, 2.401], [-0.637, 2.994, 1.144], [0.529, 1.987, 1.406], [1.899, 2.550, 1.287], [2.265, 3.713, 1.860], [1.434, 4.993, 1.871], [0.572, 5.246, 3.117], [1.262, -3.942, 1.725], [-1.409, 4.965, 4.005], [-2.131, 3.116, 2.764], [-0.384, 3.753, 0.377], [-1.431, 2.339, 0.729], [0.399, 1.592, 2.428], [0.401, 1.121, 0.733], [2.651, 1.915, 0.815], [3.264, 3.883, 2.309], [0.857, 5.125, 0.943], [2.184, 5.807, 1.873], [1.150, 4.920, 3.991], [0.468, 6.333, 3.240], [2.250, -3.442, 1.815], [1.203, -4.589, 0.832], [1.016, -4.487, 2.660], [1.345, -1.479, -1.833], [-2.231, -0.573, -2.055], [2.640, -0.233, -2.172], [2.249, -2.705, -3.003], [-2.108, 0.993, -3.080], [-3.687, -1.161, -2.910], [0.273, -0.838, -3.175], [-1.104, -1.505, -3.186], [3.897, -0.364, -1.551], [4.805, 0.486, -2.194], [4.102, 1.145, -3.253], [2.787, 0.677, -3.228], [2.716, -3.944, -2.571], [3.125, -4.700, -3.676], [2.946, -3.877, -4.827], [2.471, -2.645, -4.378], [-1.641, 2.178, -2.481], [-1.336, 3.103, -3.472], [-1.604, 2.487, -4.739], [-2.064, 1.194, -4.474], [-4.544, -0.601, -3.863], [-5.409, -1.583, -4.338], [-5.066, -2.804, -3.674], [-4.005, -2.531, -2.825], [0.745, -1.012, -4.148], [0.210, 0.250, -3.053], [-1.512, -1.532, -4.212], [-1.045, -2.541, -2.820], [4.030, -1.042, -0.713], [5.847, 0.613, -1.936], [4.487, 1.868, -3.958], [1.966, 0.936, -3.885], [2.732, -4.177, -1.516], [3.497, -5.718, -3.662], [3.117, -4.155, -5.856], [2.299, -1.747, -4.955], [-1.616, 2.274, -1.400], [-0.961, 4.106, -3.316], [-1.481, 2.941, -5.719], [-2.425, 0.446, -5.180], [-4.491, 0.444, -4.121], [-6.198, -1.448, -5.060], [-5.553, -3.759, -3.794], [-3.438, -3.177, -2.170], [-0.732, -3.500, 3.694], [-0.710, -2.401, 4.340], [-0.637, -1.273, 3.576], [-0.901, 0.164, 4.430], [0.262, 1.011, 4.327], [-2.203, 0.703, 4.147], [-0.894, -0.697, 5.949], [-0.999, -0.056, 7.184], [-1.098, -0.846, 8.347], [-0.959, -2.245, 8.243], [-0.768, -2.850, 6.981], [-0.807, -2.068, 5.801], [-1.009, 1.034, 7.205], [-1.270, -0.382, 9.330], [-1.006, -2.843, 9.166], [-0.574, -3.920, 6.894]], "forces_ev_per_angstrom": [[0.1, 0.0, 3.2], [0.4, -1.1, 0.1], [-0.6, 0.3, 0.5], [-0.5, -0.6, 0.0], [-0.8, 0.6, -0.4], [0.8, -0.2, 0.5], [0.0, 0.8, -0.3], [0.3, 0.3, 0.5], [0.0, 0.9, -0.2], [0.2, 0.0, 0.1], [0.2, -0.3, -0.4], [0.2, 0.4, -0.4], [-0.1, -0.7, 0.4], [0.1, 0.7, 0.1], [0.2, 0.3, -0.5], [0.1, -0.2, -0.4], [0.2, -0.3, 0.8], [-0.3, -0.4, -1.1], [0.2, -0.1, 0.4], [-0.3, -0.4, -0.1], [-0.2, 0.0, 0.1], [0.0, -0.1, 0.0], [-0.4, 0.0, -0.2], [0.0, 0.2, 0.1], [0.0, 0.4, -0.6], [4.2, 0.7, -5.2], [-1.4, 1.8, -4.8], [-0.2, -0.7, 1.5], [-0.6, 0.0, 1.8], [0.2, -0.3, 1.5], [0.0, -0.9, 0.7], [-0.7, -0.1, 0.2], [0.4, -0.1, 0.4], [0.4, 1.1, -0.8], [-1.2, -0.8, 0.5], [-1.4, -1.0, 0.6], [0.8, 0.3, 0.1], [-0.1, -0.7, -1.0], [-0.5, 0.9, 0.9], [-0.4, 0.9, 1.2], [-0.4, -0.6, -0.2], [0.0, 0.2, -0.8], [-0.2, -1.0, 0.4], [-0.3, -1.2, 1.0], [0.3, 0.4, -0.1], [-0.6, -0.6, 0.0], [1.2, 0.4, 0.9], [0.7, 0.5, 0.5], [-0.7, 0.6, -0.5], [0.1, 0.0, 0.6], [-0.2, -0.1, 0.1], [0.0, 0.0, 0.6], [0.0, 0.0, -0.3], [0.0, 0.2, -0.2], [-0.1, -0.1, 0.0], [0.0, -0.1, 0.1], [0.2, 0.0, 0.2], [0.0, -0.1, -0.1], [0.0, 0.2, 0.1], [0.2, 0.2, 0.1], [0.0, -0.2, 0.1], [0.0, 0.0, -0.3], [-0.1, -0.1, 0.0], [-0.1, -0.2, 0.3], [0.2, 0.2, 0.4], [0.0, -0.1, 0.1], [0.1, 0.1, 0.0], [0.1, 0.0, 0.0], [-0.1, -0.1, 0.0], [0.3, 1.4, 0.0], [-0.4, -0.1, -0.2], [0.1, -0.5, -2.5], [0.2, 1.0, 0.7], [-0.7, -0.8, 0.0], [0.8, -0.6, -0.3], [-0.2, 0.7, 1.1], [-0.1, -0.3, 0.0], [0.2, -0.1, -0.6], [0.0, 0.2, -0.5], [-0.1, -0.1, -0.2], [0.3, -0.8, 0.4], [-0.1, -0.3, 0.2], [0.2, -0.2, -0.6], [0.1, 0.2, -0.7], [-0.2, 0.2, 0.1]], "max_force_ev_per_a": 6.73, "homo_lumo_gap_ev": [2.40, 2.33], "charge": 2, "homo_ev": [-12.73, -12.65], "lumo_energy_ev": [-10.3, -10.3]}

=====

No. 2
{"formula": "C34H39ClIKN5O4", "method": "the ωB97M-V functional and the def2-TZVPD basis", "species": ["K", "I", "C", "C", "C", "C", "C", "C", "C", "C", "C", "C", "H", "H", "H", "H", "H", "H", "C", "C", "C", "C", "C", "C", "O", "N", "C", "O", "N", "C", "O", "H", "H", "H", "H", "H", "H", "H", "H", "H", "H", "H", "C", "C", "C", "C", "C", "O", "C", "C", "C", "C", "C", "C", "Cl", "C", "C", "C", "N", "C", "N", "C", "N", "H", "H", "H", "H", "H", "H", "H", "H", "H", "H", "H", "H", "H", "H", "H", "H", "H", "H", "H", "H", "H", "H"], "xyz": [[1.586, 1.665, -2.283], [-1.305, 2.337, -4.284], [-1.500, 4.351, -3.695], [-2.561, 5.053, -4.190], [-2.729, 6.403, -3.806], [-1.841, 6.984, -2.950], [-0.741, 6.254, -2.432], [0.175, 6.856, -1.534], [1.221, 6.125, -1.047], [1.394, 4.775, -1.441], [0.555, 4.101, -2.310], [-0.533, 4.892, -2.799], [-3.266, 4.589, -4.865], [-3.568, 6.969, -4.196], [-1.966, 8.020, -2.648], [0.026, 7.892, -1.248], [1.923, 6.587, -0.359], [2.264, 4.266, -1.015], [3.156, 0.693, 2.439], [3.963, -0.523, 2.007], [4.636, -0.349, 0.636], [5.408, -1.630, 0.262], [6.122, -1.553, -1.081], [5.651, 0.773, 0.755], [6.539, 0.761, 1.591], [5.513, 1.799, -0.126], [4.628, 1.830, -1.231], [4.751, 2.758, -2.015], [3.687, 0.867, -1.346], [3.560, -0.109, -0.435], [2.601, -0.893, -0.460], [2.697, 0.528, 3.415], [2.351, 0.904, 1.732], [3.783, 1.585, 2.517], [3.312, -1.394, 1.940], [4.747, -0.742, 2.735], [4.686, -2.451, 0.254], [6.125, -1.822, 1.063], [5.421, -1.375, -1.898], [6.653, -2.484, -1.288], [6.861, -0.747, -1.096], [6.208, 2.531, -0.099], [-5.179, -1.639, 2.208], [-4.643, -1.398, 0.792], [-5.697, -1.897, -0.208], [-4.505, 0.113, 0.578], [-3.284, -2.148, 0.569], [-2.932, -2.100, -0.813], [-3.393, -3.620, 1.020], [-2.426, -4.605, 0.345], [-1.014, -4.579, 0.872], [-0.735, -5.153, 2.109], [0.541, -5.112, 2.646], [1.549, -4.476, 1.937], [3.147, -4.436, 2.624], [1.304, -3.887, 0.708], [0.021, -3.958, 0.181], [-2.105, -1.504, 1.334], [-1.498, -0.347, 0.708], [-0.872, -0.220, -0.468], [-0.409, 1.000, -0.613], [-0.730, 1.587, 0.569], [-1.374, 0.810, 1.409], [-6.078, -1.038, 2.356], [-4.464, -1.338, 2.975], [-5.449, -2.682, 2.382], [-6.661, -1.448, 0.038], [-5.833, -2.980, -0.194], [-5.468, -1.582, -1.229], [-5.500, 0.564, 0.582], [-4.035, 0.344, -0.379], [-3.922, 0.592, 1.362], [-3.683, -2.411, -1.329], [-4.407, -3.968, 0.811], [-3.273, -3.671, 2.107], [-2.418, -4.417, -0.730], [-2.835, -5.609, 0.484], [-1.528, -5.647, 2.660], [0.762, -5.567, 3.602], [2.078, -3.349, 0.176], [-0.175, -3.490, -0.777], [-1.323, -2.240, 1.504], [-2.440, -1.169, 2.312], [-0.811, -1.022, -1.181], [-0.499, 2.617, 0.792]], "forces_ev_per_angstrom": [[-0.6, 0.0, -0.7], [-0.1, 0.0, -0.1], [0.0, 0.1, 0.1], [0.0, 0.0, 0.0], [0.0, 0.0, 0.0], [0.0, 0.0, 0.0], [0.0, 0.1, 0.0], [0.0, 0.0, 0.0], [0.0, 0.0, 0.0], [0.0, 0.1, 0.1], [-0.2, 0.5, -0.1], [0.0, -0.1, 0.0], [0.0, 0.0, 0.0], [0.0, 0.0, 0.0], [0.0, 0.0, 0.0], [0.0, 0.0, 0.0], [0.0, 0.0, 0.0], [0.0, 0.0, 0.0], [0.0, 0.0, 0.0], [0.0, -0.1, 0.0], [-0.1, 0.0, 0.1], [-0.1, 0.0, 0.0], [0.1, 0.0, 0.0], [0.0, 0.0, 0.0], [0.0, 0.0, 0.0], [0.1, -0.1, 0.0], [0.0, -0.1, 0.0], [0.0, 0.0, 0.0], [0.9, -0.2, 0.4], [0.1, -0.1, 0.0], [0.1, 0.0, 0.0], [0.0, 0.0, 0.0], [0.0, 0.0, 0.0], [0.0, 0.0, 0.0], [0.0, 0.0, 0.0], [0.0, 0.0, 0.0], [0.0, 0.0, 0.0], [0.0, 0.0, 0.0], [0.0, 0.0, 0.0], [0.0, 0.0, 0.0], [0.0, 0.0, 0.0], [0.0, 0.0, 0.0], [0.0, 0.0, 0.0], [0.0, 0.0, 0.0], [0.0, 0.0, 0.0], [0.0, 0.0, 0.0], [0.0, 0.0, -0.1], [0.0, 0.1, 0.0], [-0.1, -0.1, 0.1], [0.0, 0.0, -0.1], [0.0, 0.0, 0.1], [0.0, 0.0, 0.0], [0.0, 0.0, -0.1], [0.0, 0.0, 0.0], [0.0, 0.1, 0.0], [0.0, 0.0, 0.0], [0.0, 0.0, 0.0], [0.0, 0.0, 0.0], [0.1, 0.0, 0.3], [-0.2, 0.0, -0.1], [0.1, -0.2, 0.3], [0.0, 0.1, -0.1], [-0.2, 0.0, -0.1], [0.0, 0.0, 0.0], [0.0, 0.0, 0.0], [0.0, 0.0, 0.0], [0.0, 0.0, 0.0], [0.0, 0.0, 0.0], [0.0, 0.0, 0.0], [0.0, 0.0, 0.0], [0.0, 0.0, 0.0], [0.1, 0.0, 0.0], [0.0, 0.0, 0.0], [0.0, 0.0, 0.0], [0.0, 0.0, 0.0], [0.0, 0.0, 0.0], [0.0, 0.0, 0.0], [0.0, 0.0, 0.0], [0.0, 0.0, 0.0], [0.0, 0.0, 0.0], [0.0, 0.0, 0.0], [0.0, -0.1, -0.1], [0.0, 0.0, 0.0], [0.0, 0.0, 0.0], [0.0, 0.0, 0.0]], "max_force_ev_per_a": 0.98, "homo_lumo_gap_ev": 5.70, "charge": -1, "homo_ev": -3.85, "lumo_energy_ev": 1.8, "relative_energy_kj_mol": 33.5}